DFT (wB97M-V/def2-TZVPD) results for a single C4H8N2S molecule.

Frontier orbital gap: 9.381 eV
LUMO: 0.79 eV
Relative energy (zero: lowest compared OMol25 entry of this formula, charge and spin): 4.1353 eV
HOMO energy: -0.3155 Eh

```
! wB97M-V def2-TZVPD RIJCOSX def2/J DEFGRID3
* xyz 0 1
C -1.560 -0.081 -0.748
C -0.264 0.014 -0.018
N 0.453 1.127 0.204
N -0.260 2.209 -0.284
C 0.310 -1.168 0.609
C 1.765 -0.966 1.000
S 1.363 -2.386 -0.341
H -2.161 0.881 -0.974
H -2.055 -0.910 -0.314
H -1.253 -0.542 -1.857
H 0.321 2.957 -0.462
H -0.889 2.228 -1.078
H -0.191 -1.786 1.614
H 2.074 -1.383 2.031
H 2.345 -0.194 0.617
*
```

Let us look at the natural (NBO) charges, expressed in e, one per atom: -0.682, 0.142, -0.205, -0.657, -0.358, -0.360, 0.003, 0.233, 0.239, 0.239, 0.354, 0.347, 0.248, 0.224, 0.231